# C3H5GdO3

C3H5GdO3 as an isolated structure (wB97M-V/def2-TZVPD, the OMol25 dataset).

The geometry in XYZ format:
```
12
C3H5GdO3, DFT wB97M-V/def2-TZVPD
H 2.123 -3.476 -0.088
O 0.175 -3.065 -0.323
C 1.078 -3.796 0.061
H 0.839 -4.741 0.572
O 0.078 0.052 -0.234
Gd -0.485 -1.505 -2.042
O -0.672 1.252 -0.394
C -0.176 2.314 0.200
C -1.047 3.292 0.571
H 0.884 2.239 0.461
H -0.672 4.303 0.714
H -2.123 3.130 0.502
```

Computed properties:
Frontier orbital gap (alpha / beta) (eV): 8.59 / 6.05
HOMO level (alpha / beta) (eV): -22.85 / -23.24
Net charge: +3
E (Eh): -1107.25187
Expectation value of S²: 20.46
Multiplicity: 9

Here are the Mulliken charges for atoms 1 to 8, given in e:
1 H 0.276
2 O -0.448
3 C 0.085
4 H 0.308
5 O -0.376
6 Gd 2.092
7 O 0.124
8 C 0.319